(P)
# C13H14NP

A single C13H14NP molecule (ωB97M-V/def2-TZVPD, OMol25).

Geometry as XYZ:
```
29
Properties=species:S:1:pos:R:3:lowdin_charge:R:1
P -0.10850 -1.89208 -1.99878 0.8917
N -0.27215 -0.89918 -0.62898 -0.2493
C 0.26032 1.29534 -1.98625 -0.0570
C -0.07229 -2.32635 1.29624 -0.0469
C -1.92587 -2.21173 -2.23843 -0.3548
C 0.35385 0.09491 1.42699 -0.1331
C 0.38377 1.18130 0.55462 -0.1854
C 0.58596 -0.01468 2.77490 -0.0015
C 0.00928 -1.08682 0.71672 -0.2556
C 0.46108 3.40418 -0.52487 -0.1756
C 0.15448 0.71053 -0.80003 -0.1173
C 0.58348 -1.29412 3.33484 -0.1037
C 0.81929 2.74290 -1.90350 -0.1571
C 0.25191 -2.43810 2.66945 -0.0782
C 0.63309 2.50079 0.70381 0.0033
H -0.63513 -3.14819 0.81663 0.1015
H -0.58765 3.57365 -0.55111 0.0956
H -1.85125 -2.99674 -2.93007 -0.0225
H 1.94898 2.57779 -1.86872 0.1307
H -2.51717 -2.56258 -1.40552 0.0254
H 0.52532 3.32558 -2.72811 0.0792
H 0.92167 -1.23966 4.35406 0.0961
H 0.88992 4.39471 -0.36496 0.1043
H 0.54665 2.91317 1.76474 0.1357
H 0.33579 -3.45725 3.03012 0.1026
H 0.21217 0.68736 -2.95044 0.0965
H -0.16902 -3.08650 -1.18179 -0.0416
H -2.56611 -1.45735 -2.78418 0.0490
H 0.82812 0.70911 3.40261 0.0678
```

The calculation puts the HOMO-LUMO gap at 0.27613 hartree. The calculation puts the LUMO energy at 0.26 eV. For the HOMO energy, the calculation gives -7.251 eV. Its SMILES is CPn1c2c(c3ccccc31)=CCCC=2.


(Q)
# C13H14NP

2 unconnected molecules or ions with the total composition C13H14NP (ωB97M-V/def2-TZVPD, OMol25).

Geometry as XYZ:
```
29
Properties=species:S:1:pos:R:3:lowdin_charge:R:1
P 0.80915 -2.48944 0.50962 0.9999
N -2.13989 0.14610 1.03666 -0.0034
C 1.78625 1.51613 0.68913 -0.0682
C 1.44237 -2.55366 2.26630 -0.3724
C 1.53303 -0.84593 0.08844 -0.5041
C -1.41650 -0.92999 0.28003 -0.1027
C -1.81405 1.39718 0.58566 -0.1858
C -2.14515 1.74203 -0.66212 -0.1039
C 2.03620 -0.52055 -1.16584 -0.1230
C -2.73411 -0.38758 -1.75092 -0.0935
C 2.42151 0.75488 -1.49650 -0.1095
C 1.33854 0.25712 0.92554 -0.1690
C -2.87398 0.89941 -1.57478 -0.1388
C -1.74546 -1.27087 -0.96237 -0.1489
C 2.34101 1.80179 -0.61503 -0.0525
H 1.43619 -3.52039 2.64847 -0.0282
H 2.55353 2.84333 -0.83187 0.0999
H 2.56687 -2.05116 2.22181 0.1062
H -1.88590 2.74589 -0.89621 0.0894
H 0.81207 -1.82305 2.86423 0.0302
H 1.92735 -1.24792 -1.96379 0.0991
H -1.44442 -2.06762 -1.54666 0.0467
H -3.48394 1.55628 -2.29022 0.1268
H 0.89456 -0.12922 1.87251 0.0825
H -1.31435 2.17814 1.09005 0.0969
H -1.99292 -0.09557 2.07207 0.1495
H 2.73771 0.88905 -2.49780 0.0919
H -3.46983 -1.04776 -2.29193 0.1138
H 1.82415 2.25338 1.39555 0.0709
```

The calculation puts the HOMO-LUMO gap (alpha / beta) at 0.24891 / 0.25155 hartree. The calculation puts the LUMO energy (alpha / beta) at -0.48 / -0.53 eV. For the HOMO energy (alpha / beta), the calculation gives -7.253 / -7.378 eV.


Which one sits at the bottom of the stability order? (Q) does.


(P)
# C4H8N2O2

A molecular structure, C4H8N2O2 (ωB97M-V/def2-TZVPD, OMol25).

Geometry as XYZ:
```
16
Properties=species:S:1:pos:R:3:lowdin_charge:R:1
O -2.94008 0.24717 -0.68949 0.0574
O -2.56916 1.73777 0.92485 0.0351
N 2.86846 0.02726 0.12538 -0.0843
N 1.88353 -0.91548 0.23047 -0.1276
C -0.12521 0.44708 0.56715 -0.0015
C -0.36564 -1.42364 -1.23344 0.0570
C 0.05715 -0.61931 -0.29234 -0.2316
C -2.16819 0.73049 0.10297 -0.3618
H 2.92838 0.39768 -0.81694 0.0756
H 0.27443 -2.20813 -1.61911 0.0685
H 0.28874 1.40649 0.26690 0.0959
H -3.50708 1.92766 0.70646 0.1175
H -1.30740 -1.22688 -1.73576 0.0635
H 2.85849 0.78185 0.80895 0.0624
H 2.02997 -1.54113 1.02405 0.0739
H -0.20639 0.23113 1.62988 0.1000
```

The calculation puts the HOMO-LUMO gap (alpha / beta) at 0.29042 / 0.29047 hartree. The calculation puts the LUMO energy (alpha / beta) at 0.42 / 0.42 eV. For the HOMO energy (alpha / beta), the calculation gives -7.480 / -7.482 eV.


(Q)
# C4H8N2O2

A single C4H8N2O2 molecule (ωB97M-V/def2-TZVPD, OMol25).

Geometry as XYZ:
```
16
Properties=species:S:1:pos:R:3:lowdin_charge:R:1
O -0.77367 -1.24814 1.75066 0.0507
O -0.49707 1.50979 -1.37135 -0.1016
N -0.54741 1.03349 1.85278 0.1558
N 1.14426 -1.60451 -1.53644 0.1456
C 0.72040 -0.76034 -0.74000 -0.2891
C -0.83815 0.16585 -1.04322 -0.1693
C -0.25434 -0.21790 1.31515 -0.5563
C 1.11129 -0.26467 0.58525 -0.0726
H 1.21036 -2.61526 -1.43675 0.0893
H -1.42123 1.03865 2.36614 0.1094
H -1.77531 0.18415 -0.48841 0.1048
H -0.41027 1.84242 1.25679 0.0964
H 1.83024 -0.91859 1.09066 0.1289
H -1.12925 -0.37345 -1.95193 0.0900
H 1.50868 0.74748 0.46852 0.1239
H 0.12147 1.48103 -2.11785 0.0940
```

The calculation puts the HOMO-LUMO gap at 0.32413 hartree. The calculation puts the LUMO energy at 0.44 eV. For the HOMO energy, the calculation gives -8.384 eV. Its SMILES is [H]/N=C(/CO)CC(N)=O.


(R)
# C4H8N2O2

2 unconnected molecules or ions with the total composition C4H8N2O2 (ωB97M-V/def2-TZVPD, OMol25).

Geometry as XYZ:
```
16
Properties=species:S:1:pos:R:3:lowdin_charge:R:1
O 0.66418 1.70619 0.07917 -0.1294
O -1.48027 -0.94512 0.03484 -0.0985
N 2.35446 0.08133 -0.01891 0.0874
N 0.11563 -2.16755 -1.30762 0.1744
C 1.23446 0.52702 -0.09204 -0.3673
C 1.42877 2.88692 0.64282 -0.0082
C -2.73338 -1.73483 0.09933 -0.0260
C -0.39313 -1.36679 -0.57731 -0.3018
H 3.25018 0.68640 0.10472 0.0960
H -0.21036 -3.01113 -1.68854 0.0512
H -3.01392 -1.80853 1.17484 0.0942
H -3.46689 -1.31346 -0.64583 0.1049
H 2.24839 3.18931 -0.02741 0.0842
H -2.48821 -2.79387 -0.13722 0.0812
H 1.85852 2.53897 1.65350 0.1141
H 0.63158 3.52516 0.70564 0.0435
```

The calculation puts the HOMO-LUMO gap (alpha / beta) at 0.29771 / 0.28851 hartree. The calculation puts the LUMO energy (alpha / beta) at 0.74 / 0.62 eV. For the HOMO energy (alpha / beta), the calculation gives -7.357 / -7.234 eV.


(S)
# C4H8N2O2

A molecular structure, C4H8N2O2 (ωB97M-V/def2-TZVPD, OMol25).

Geometry as XYZ:
```
16
Properties=species:S:1:pos:R:3:lowdin_charge:R:1
O 1.66575 -0.55608 0.70505 0.0189
O -0.92870 0.37924 -1.39443 -0.1350
N 1.02672 -1.52251 -1.42205 0.1455
N 0.19400 0.46066 -0.62721 -0.1307
C 0.00399 0.99892 0.65234 -0.2280
C 0.95430 -0.75050 -0.41932 -0.4900
C 1.36701 0.84014 1.09411 -0.1298
C -1.87662 -0.42979 -0.58724 -0.0960
H -1.68909 -1.62026 -1.22177 0.1761
H 1.91939 -2.20992 -1.41982 0.1255
H 1.35778 1.01617 2.20274 0.1407
H -0.47670 2.02398 1.08237 0.1984
H -0.76102 0.41614 1.05854 0.0518
H -3.10544 -0.13304 -0.73159 0.1332
H -1.81887 -0.34632 0.52786 0.0513
H 2.16751 1.43317 0.50043 0.1680
```

The calculation puts the HOMO-LUMO gap at 0.36195 hartree. The calculation puts the LUMO energy at 0.73 eV. For the HOMO energy, the calculation gives -9.122 eV.


Which one sits at the bottom of the stability order? (S) does.


(P)
# C3H6N2O3

A single C3H6N2O3 molecule (ωB97M-V/def2-TZVPD, OMol25).

Geometry as XYZ:
```
14
Properties=species:S:1:pos:R:3:lowdin_charge:R:1
O 1.23945 0.73530 -0.84413 -0.0322
O -0.97877 -1.98292 -1.29971 0.1020
O -2.13354 -0.59745 0.06977 0.0837
N 1.60353 0.52885 1.40226 0.1964
N 0.11029 -0.95918 0.45410 0.1331
C -0.98052 -1.13224 -0.43565 -0.5928
C 0.85414 0.20431 0.31784 -0.5201
C -0.16074 1.12878 -0.92301 -0.0271
H 2.25308 1.29376 1.30673 0.1152
H -2.83838 -0.83544 -0.54793 0.1229
H -0.31482 2.13575 -0.54749 0.0703
H 1.25740 0.30105 2.31995 0.1119
H -0.56531 0.97851 -1.91499 0.0826
H 0.65419 -1.79910 0.64226 0.1542
```

The calculation puts the HOMO-LUMO gap at 0.32337 hartree. The calculation puts the LUMO energy at 0.73 eV. For the HOMO energy, the calculation gives -8.065 eV. Its SMILES is N[C@@]1(NC(=O)O)CO1.


(Q)
# C3H6N2O3

A single C3H6N2O3 molecule (ωB97M-V/def2-TZVPD, OMol25).

Geometry as XYZ:
```
14
Properties=species:S:1:pos:R:3:lowdin_charge:R:1
O 1.47503 1.50819 -1.69801 0.1180
O -0.29493 2.01182 -0.16778 0.0437
O -1.02538 0.64747 1.95893 -0.0209
N -0.57010 -1.63408 -0.65471 0.0729
N -0.19774 -0.67678 0.22191 -0.1938
C -1.14682 -0.29106 1.13682 -0.2390
C 0.79224 1.30190 -0.72917 -0.4586
C 1.02438 0.04605 0.04192 -0.0756
H -0.60672 -1.19803 -1.57995 0.1080
H -0.59459 1.60702 0.73706 0.0711
H -2.23559 -0.84075 1.10127 0.1921
H 0.14193 -2.26091 -0.96697 0.0893
H 1.89516 -0.57109 -0.39741 0.1735
H 1.34313 0.35024 0.99610 0.1192
```

The calculation puts the HOMO-LUMO gap at 0.39470 hartree. The calculation puts the LUMO energy at 0.56 eV. For the HOMO energy, the calculation gives -10.179 eV. Its SMILES is NN(C=O)CC(=O)O.


(R)
# C3H6N2O3

A single C3H6N2O3 molecule (ωB97M-V/def2-TZVPD, OMol25).

Geometry as XYZ:
```
14
Properties=species:S:1:pos:R:3:lowdin_charge:R:1
O 0.13241 -1.02011 -2.67137 0.0793
O -0.52173 0.55730 2.80666 0.0735
O 1.65826 -1.39411 -1.08021 0.1145
N -1.64749 1.48199 1.11031 0.1538
N 0.01174 0.10278 -0.71447 0.0866
C 0.56278 -0.78756 -1.56470 -0.6305
C 0.49370 0.34583 0.63399 -0.0820
C -0.60375 0.73346 1.61637 -0.5111
H 1.25222 1.12671 0.64034 0.1355
H 0.98175 -0.53442 1.04657 0.1292
H -1.87387 1.60430 0.13764 0.0854
H 2.03291 -1.89707 -1.81867 0.1335
H -2.48142 1.54391 1.67168 0.1088
H -0.93065 0.34338 -0.93917 0.1234
```

The calculation puts the HOMO-LUMO gap at 0.38999 hartree. The calculation puts the LUMO energy at 0.50 eV. For the HOMO energy, the calculation gives -10.109 eV. Its SMILES is NC(=O)CNC(=O)O.


(S)
# C3H6N2O3

2 unconnected molecules or ions with the total composition C3H6N2O3 (ωB97M-V/def2-TZVPD, OMol25).

Geometry as XYZ:
```
14
Properties=species:S:1:pos:R:3:lowdin_charge:R:1
O 0.03721 3.06944 -0.14983 -0.1300
O 0.86971 -1.22541 -0.38737 0.0224
O -1.75707 3.99508 -0.92724 0.0092
N 1.44424 1.07933 -0.77171 0.1525
N -0.91798 3.24451 -1.18412 -0.1538
C -0.30579 0.05433 0.76989 -0.0238
C 0.85202 0.09448 -0.20617 -0.4106
C -0.29758 -1.53084 0.41753 -0.0864
H -0.33374 -2.26281 1.19382 0.1033
H -1.12680 -1.77012 -0.28799 0.1225
H -0.08278 0.19494 1.81524 0.1053
H 2.28549 0.93639 -1.37045 0.1241
H -1.31655 0.56204 0.38684 0.1599
H 0.66121 2.25896 -0.54306 0.0054
```

The calculation puts the HOMO-LUMO gap at 0.35875 hartree. The calculation puts the LUMO energy at 0.60 eV. For the HOMO energy, the calculation gives -9.160 eV. Its SMILES is [H]/N=C1/CCO1.O=NO.


Which one sits at the bottom of the stability order? (S) does.


(P)
# C3H6N2O3

A single C3H6N2O3 molecule (ωB97M-V/def2-TZVPD, OMol25).

Geometry as XYZ:
```
14
Properties=species:S:1:pos:R:3:lowdin_charge:R:1
O -0.10828 1.51766 0.12503 0.0291
O -0.82801 -1.75922 0.07442 -0.0504
O -1.61006 0.70398 -1.37939 0.0691
N 1.63456 0.10340 0.11374 0.0539
N 2.16352 -1.15742 0.27497 0.0295
C -0.57274 -0.76891 1.03875 -0.1763
C -1.01342 1.62697 -0.86280 -0.2953
C 0.44274 0.24936 0.44282 -0.2978
H -1.47659 -0.21730 1.38518 0.1360
H 1.78437 -1.71586 1.02611 0.0757
H -1.47009 -1.41385 -0.55048 0.0748
H -1.23159 2.66983 -1.10053 0.1461
H -0.13404 -1.29244 1.88336 0.1108
H 3.17262 -0.99611 0.36232 0.0947
```

The calculation puts the HOMO-LUMO gap at 0.37532 hartree. The calculation puts the LUMO energy at 0.85 eV. For the HOMO energy, the calculation gives -9.367 eV. Its SMILES is N/N=C(\CO)OC=O.


(Q)
# C3H6N2O3

A molecular structure, C3H6N2O3 (ωB97M-V/def2-TZVPD, OMol25).

Geometry as XYZ:
```
14
Properties=species:S:1:pos:R:3:lowdin_charge:R:1
O 0.04987 0.84068 -1.57784 0.0288
O -2.55810 1.36513 -1.14210 0.1224
O -2.72087 -0.48421 0.14330 0.1410
N -0.65529 0.22910 -0.49590 -0.1940
N -0.19953 -0.96160 0.02441 0.0543
C 2.11270 -0.53438 0.70401 -0.0561
C -2.08292 0.44720 -0.53558 -0.5346
C 0.66280 -0.21983 0.75308 -0.1675
H -2.02286 -1.13503 0.42510 0.1123
H 2.25370 -1.60748 0.54148 0.0885
H -0.40710 1.69311 -1.68865 0.1067
H 2.63101 -0.22327 1.60948 0.0739
H 2.54054 -0.02559 -0.16546 0.0931
H 0.39605 0.61617 1.40466 0.1312
```

The calculation puts the HOMO-LUMO gap (alpha / beta) at 0.34107 / 0.34109 hartree. The calculation puts the LUMO energy (alpha / beta) at -0.07 / -0.07 eV. For the HOMO energy (alpha / beta), the calculation gives -9.350 / -9.350 eV.


Which one sits at the bottom of the stability order? (Q) does.